{"formula": "C36H49MnN5O2S5Si4", "method": "ωB97M-V/def2-TZVPD", "symbols": ["Mn", "C", "C", "N", "N", "C", "O", "C", "C", "C", "C", "C", "C", "C", "C", "C", "C", "C", "N", "H", "H", "H", "H", "H", "H", "H", "H", "H", "H", "H", "H", "O", "C", "C", "C", "C", "C", "C", "C", "N", "C", "C", "N", "H", "H", "H", "H", "H", "H", "H", "C", "S", "C", "C", "S", "S", "C", "S", "S", "H", "H", "H", "C", "Si", "C", "C", "Si", "Si", "C", "C", "C", "Si", "C", "C", "C", "H", "H", "H", "H", "H", "H", "H", "H", "H", "H", "H", "H", "H", "H", "H", "H", "H", "H", "H", "H", "H", "H", "H", "H", "H", "H", "H"], "positions_angstrom": [[0.3011, 0.0435, -1.0113], [1.0917, -0.8861, 2.9379], [1.2850, -0.3519, 1.5499], [0.2697, 0.1753, 0.8245], [-0.9239, 0.5603, 1.4527], [-2.0347, 0.1612, 0.7535], [-1.9327, -0.3610, -0.3592], [-3.3238, 0.3231, 1.5117], [-4.3469, 1.8479, 3.8280], [-5.5483, 1.1911, 3.7829], [-6.2184, 0.5736, 2.6847], [-5.8614, 0.1447, 1.4474], [-4.5708, 0.0150, 0.6879], [2.4698, -0.4990, 0.8171], [3.7347, -0.8501, 1.3581], [4.8450, -0.8533, 0.5689], [4.7201, -0.5207, -0.7953], [3.4649, -0.2244, -1.2783], [2.3570, -0.2056, -0.5434], [0.2704, -0.3785, 3.4306], [1.9907, -0.7809, 3.5374], [0.8476, -1.9499, 2.8750], [-4.0492, 2.2609, 4.7839], [-6.1365, 1.1688, 4.6984], [-7.2698, 0.3999, 2.9092], [-6.6896, -0.2493, 0.8593], [-4.5064, -1.0404, 0.3717], [3.8002, -1.1007, 2.4077], [5.8162, -1.0974, 0.9797], [5.5745, -0.5354, -1.4539], [3.3383, 0.0267, -2.3269], [-0.6070, 1.9560, -1.1968], [-1.4816, 2.2393, -2.1126], [-2.4546, 3.2189, -1.8569], [-3.3716, 3.6245, -2.8044], [-3.3427, 3.0616, -4.0732], [-2.4203, 2.0816, -4.3605], [-1.4837, 1.6301, -3.4136], [-0.5652, 0.5878, -3.7552], [0.2782, -0.0703, -2.9396], [0.9710, -0.9543, -3.7222], [0.5634, -0.8623, -5.0127], [-0.4100, 0.1044, -5.0335], [-2.4446, 3.6588, -0.8701], [-4.1084, 4.3804, -2.5617], [-4.0514, 3.3756, -4.8301], [-2.4320, 1.6375, -5.3491], [1.7271, -1.5915, -3.3040], [0.8756, -1.3873, -5.8939], [-0.9267, 0.4054, -5.8384], [-1.8097, -3.4573, -3.8773], [-1.3247, -4.8668, -2.8230], [0.3950, -4.5663, -2.6974], [0.9654, -3.7248, -1.7975], [0.1521, -2.8252, -0.6189], [2.7488, -3.6595, -1.9136], [2.9358, -4.7150, -3.3048], [4.3891, -5.0397, -4.0320], [1.4299, -5.4166, -3.8457], [-2.8612, -3.5874, -4.1140], [-1.2046, -3.4788, -4.7805], [-1.6518, -2.5380, -3.3212], [1.9587, 2.2039, 4.4072], [0.0412, 2.3251, 4.1941], [-0.7024, 1.1208, 5.5180], [-0.4204, 4.0244, 4.9739], [-0.9462, 2.2778, 1.9953], [-3.2921, 2.0916, 2.3048], [-4.6715, 0.8343, -0.6036], [-4.2186, 3.5753, 1.4810], [-3.2198, -0.7516, 2.6063], [0.2417, 3.7707, 0.4348], [0.3512, 4.6014, -1.3199], [-0.0866, 5.3969, 1.4547], [2.0604, 3.2242, 0.7302], [2.2532, 1.8411, 5.3891], [2.4247, 3.1770, 4.2683], [2.3907, 1.5324, 3.6724], [0.0516, 0.6819, 6.1673], [-1.2411, 0.3001, 5.0564], [-1.4173, 1.6440, 6.1471], [-0.2509, 4.0447, 6.0479], [-1.4708, 4.2388, 4.8042], [0.1482, 4.8428, 4.5454], [-4.7673, 1.8926, -0.3881], [-5.5473, 0.5227, -1.1733], [-3.7932, 0.6757, -1.2215], [-3.8532, 3.8524, 0.5015], [-4.1019, 4.4405, 2.1330], [-5.2824, 3.3698, 1.4102], [-3.0149, -1.7217, 2.1505], [-4.1532, -0.8225, 3.1537], [-2.4248, -0.5263, 3.3115], [-0.5993, 5.0153, -1.6436], [0.6666, 3.8903, -2.0775], [1.0726, 5.4202, -1.3163], [-1.1501, 5.5963, 1.5510], [0.3659, 6.2652, 0.9864], [0.3152, 5.3203, 2.4575], [2.2169, 2.2444, 0.2856], [2.2903, 3.1482, 1.7879], [2.7777, 3.9092, 0.2847]], "lowdin_spin": [2.95, 0.02, 0.16, 0.20, 0.01, 0.01, 0.02, 0.01, 0.24, 0.17, 0.09, 0.21, 0.04, 0.12, 0.05, 0.05, 0.11, 0.01, 0.13, 0.00, 0.00, 0.01, 0.02, 0.01, 0.00, 0.01, 0.01, 0.00, 0.00, 0.01, 0.00, 0.05, 0.00, 0.00, 0.00, 0.00, 0.00, 0.00, 0.00, 0.00, 0.00, 0.00, 0.00, 0.00, 0.00, 0.00, 0.00, 0.00, 0.00, 0.00, 0.00, 0.00, 0.01, 0.01, 0.02, 0.00, 0.00, 0.00, 0.00, 0.00, 0.00, 0.00, 0.00, 0.00, 0.01, 0.00, 0.02, 0.07, 0.02, 0.02, 0.01, 0.01, 0.00, 0.00, 0.00, 0.00, 0.00, 0.00, 0.00, 0.00, 0.00, 0.00, 0.00, 0.00, 0.00, 0.00, 0.00, 0.00, 0.00, 0.00, 0.00, 0.00, 0.00, 0.00, 0.00, 0.00, 0.00, 0.00, 0.00, 0.00, 0.00, 0.00], "charge": -2, "multiplicity": 6, "relative_energy_ev": 5.1360, "e_tot_ev": -166682.2601, "e_lumo_ev": [3.785, 3.783], "fmax_ev_per_a": 2.5, "gap_ev": [2.71, 5.74], "mol_weight_g_mol": 911.438, "homo_energy_ev": [1.078, -1.952]}

=====

{"formula": "C36H50AsN3OPdS", "method": "ωB97M-V/def2-TZVPD", "symbols": ["Pd", "C", "C", "C", "C", "C", "C", "C", "C", "N", "C", "C", "C", "C", "N", "C", "C", "C", "C", "C", "C", "C", "C", "H", "H", "H", "H", "H", "H", "H", "H", "H", "H", "H", "H", "H", "H", "H", "H", "H", "H", "H", "H", "H", "H", "H", "H", "C", "As", "C", "C", "O", "H", "H", "H", "H", "H", "H", "H", "H", "H", "S", "C", "C", "C", "C", "C", "C", "C", "C", "C", "C", "C", "C", "C", "N", "H", "H", "H", "H", "H", "H", "H", "H", "H", "H", "H", "H", "H", "H", "H", "H", "H"], "positions_angstrom": [[0.7259, 0.1873, -1.4958], [-3.1472, 2.1802, 4.2422], [-3.0947, 0.8487, 5.0117], [-3.5187, 0.7277, 6.3447], [-3.4011, -0.5409, 7.0287], [-2.8580, -1.6118, 6.3884], [-2.4381, -1.4974, 5.0602], [-1.7382, -2.6610, 4.4080], [-2.6252, -0.3004, 4.4016], [-2.2819, -0.2747, 3.0624], [-2.1313, -0.4856, 0.4685], [-3.0979, 0.3566, -0.3089], [-1.0753, -1.6503, -1.9007], [-1.9714, -2.8218, -2.1243], [-0.6067, -0.8026, -2.7997], [-0.5025, -1.0364, -4.2507], [-1.5866, -0.5578, -5.0450], [-2.8157, 0.1833, -4.5101], [-1.5954, -0.8987, -6.4112], [-0.5382, -1.6332, -6.9938], [0.3740, -2.3114, -6.1745], [0.3344, -2.0208, -4.7839], [1.2165, -2.9254, -3.9881], [-2.9891, 3.0444, 4.9850], [-4.2112, 2.3394, 4.0177], [-2.5514, 2.3287, 3.3732], [-3.7412, 1.6515, 6.8471], [-3.9444, -0.7286, 7.9498], [-2.7394, -2.5379, 6.9846], [-1.7669, -3.4746, 5.1042], [-0.7301, -2.5820, 4.0070], [-2.4237, -2.9885, 3.5699], [-3.5647, 1.0929, 0.3765], [-3.8932, -0.2977, -0.7183], [-2.6058, 0.8395, -1.1358], [-2.3199, -3.0647, -1.1347], [-1.4321, -3.7286, -2.4237], [-2.8277, -2.5290, -2.7398], [-2.6233, 0.5940, -3.5451], [-3.6828, -0.4987, -4.4742], [-3.0136, 1.0107, -5.2500], [-2.4193, -0.5735, -7.0486], [-0.4338, -1.6264, -8.0658], [1.1249, -2.9719, -6.6158], [0.9430, -3.2264, -2.9653], [2.1579, -2.4747, -3.7939], [1.5051, -3.8602, -4.5584], [5.5371, -1.2251, -0.3764], [3.9321, -2.2724, -0.0341], [3.5481, -2.1671, 1.9054], [4.5777, -4.1332, -0.3727], [2.5872, -2.0819, -0.9457], [5.4142, -0.2511, 0.1123], [5.7272, -1.1430, -1.4388], [6.4189, -1.7463, 0.0799], [3.5823, -1.1004, 2.1778], [4.4187, -2.5619, 2.4459], [2.5211, -2.6385, 2.1150], [5.5715, -4.2712, 0.1407], [4.6616, -4.2971, -1.4388], [3.8296, -4.7746, 0.0175], [-0.6606, -1.2949, -0.1996], [-2.2604, -0.4471, 1.8660], [2.0514, 3.1871, -2.5175], [0.6681, 3.6595, -2.1099], [-0.5232, 3.6527, -3.1201], [0.0925, 3.0161, -0.8106], [-1.1574, 3.3595, -0.3073], [-1.3847, 3.5178, 1.0601], [-0.3886, 3.1569, 1.9680], [0.7802, 2.5464, 1.5736], [1.8864, 2.1050, 2.5664], [1.5306, 0.7524, 3.1688], [3.2652, 2.0286, 1.9544], [0.9064, 2.2503, 0.1470], [1.6563, 1.2221, -0.1872], [2.3842, 3.8400, -3.3142], [2.0402, 2.1550, -2.9016], [2.8125, 3.3464, -1.7614], [0.7326, 4.7615, -1.9327], [-1.0227, 2.6743, -3.2183], [-0.1600, 3.9240, -4.0784], [-1.2386, 4.4070, -2.7572], [-1.9828, 3.4916, -1.0347], [-2.3464, 3.8778, 1.4260], [-0.5460, 3.3528, 3.0698], [1.9015, 2.8836, 3.3963], [1.1934, 0.1649, 2.3209], [0.7644, 0.6884, 3.9480], [2.4261, 0.2878, 3.5675], [3.3015, 1.1718, 1.2479], [3.9429, 1.7719, 2.7739], [3.5633, 2.9611, 1.4330]], "lowdin_spin": [0.73, 0.00, 0.00, 0.00, 0.00, 0.00, 0.00, 0.00, 0.00, 0.01, 0.05, 0.00, 0.37, 0.07, 0.34, 0.04, 0.01, 0.00, 0.00, 0.01, 0.00, 0.01, 0.00, 0.00, 0.00, 0.00, 0.00, 0.00, 0.00, 0.00, 0.00, 0.00, 0.00, 0.00, 0.00, 0.00, 0.02, 0.01, 0.00, 0.00, 0.00, 0.00, 0.00, 0.00, 0.00, 0.00, 0.00, 0.00, 0.00, 0.00, 0.00, 0.01, 0.00, 0.00, 0.00, 0.00, 0.00, 0.00, 0.00, 0.00, 0.00, 0.16, 0.03, 0.03, 0.02, 0.01, 0.15, 0.00, 0.09, -0.01, 0.09, 0.01, 0.01, 0.00, 0.08, 0.57, 0.00, 0.02, 0.00, 0.01, 0.00, 0.00, 0.00, 0.00, 0.01, 0.00, 0.00, 0.00, 0.00, 0.00, 0.00, 0.00, 0.00], "charge": -1, "multiplicity": 4, "relative_energy_ev": 2.6240, "e_tot_ev": -119807.4302, "e_lumo_ev": [2.430, 2.422], "fmax_ev_per_a": 4.1, "gap_ev": [4.03, 5.51], "mol_weight_g_mol": 754.225, "homo_energy_ev": [-1.605, -3.092]}